[1]
Density functional theory data (ωB97M-V with the def2-TZVPD basis set) for a 3-piece molecular cluster, C4H12N2O overall.

F_max = 0.009 Eh/bohr
total energy = -344.19778 hartree
relative energy (zero: lowest compared OMol25 entry of this formula, charge and spin) = 491.59 kJ/mol
M = 104.2 g/mol

Last column: Mulliken charge in e.
Atoms and positions in Å:
C1 -1.547 0.229 0.109  -0.465
C2 -1.130 -2.396 1.317  -0.766
O1 -0.310 -1.514 0.647  -0.708
H1 -1.416 -3.275 0.715  0.225
H2 -2.083 -1.908 1.625  0.286
H3 -0.675 -2.759 2.252  0.235
H4 -1.360 0.376 1.158  0.307
H5 -2.227 -0.565 -0.158  0.268
H6 -1.668 1.136 -0.465  0.287
C3 1.737 2.174 -1.092  -1.166
C4 1.311 0.927 -0.366  0.718
N1 0.297 0.178 -1.022  -0.454
N2 1.786 0.610 0.764  -0.761
H7 0.153 0.392 -2.001  0.252
H8 0.262 -0.823 -0.765  0.425
H9 1.343 -0.249 1.111  0.379
H10 2.462 2.713 -0.488  0.315
H11 0.877 2.823 -1.284  0.308
H12 2.189 1.930 -2.058  0.315

[2]
Density functional theory data (ωB97M-V with the def2-TZVPD basis set) for a 2-piece molecular cluster, C4H12N2O overall.

F_max = 0.075 Eh/bohr
total energy = -344.25297 hartree
relative energy (zero: lowest compared OMol25 entry of this formula, charge and spin) = 346.70 kJ/mol
M = 104.2 g/mol

Last column: Mulliken charge in e.
Atoms and positions in Å:
C1 1.243 -1.444 0.771  -1.336
C2 0.203 -1.184 -0.269  -0.175
C3 -0.879 -0.373 -0.095  0.574
C4 -2.028 -0.382 -1.073  -1.452
N1 -1.232 0.118 1.180  -0.553
H1 0.894 -2.207 1.473  0.316
H2 1.460 -0.555 1.366  0.377
H3 2.165 -1.801 0.318  0.329
H4 0.362 -1.615 -1.246  0.323
H5 -2.894 -0.886 -0.645  0.397
H6 -2.315 0.642 -1.319  0.365
H7 -1.744 -0.867 -2.003  0.325
H8 -0.430 0.345 1.751  0.247
H9 -1.860 0.908 1.132  0.276
N2 1.746 2.014 0.152  -0.448
O1 1.213 1.338 -0.968  -0.432
H10 1.138 2.788 0.419  0.204
H11 2.636 2.423 -0.135  0.223
H12 0.322 0.739 -0.808  0.438

[3]
Density functional theory data (ωB97M-V with the def2-TZVPD basis set) for a 2-piece molecular cluster, C4H12N2O2 overall.

F_max = 0.027 Eh/bohr
total energy = -419.59160 hartree
relative energy (zero: lowest compared OMol25 entry of this formula, charge and spin) = 149.34 kJ/mol
M = 120.2 g/mol

Last column: Mulliken charge in e.
Atoms and positions in Å:
C1 2.167 -1.323 0.492  -1.008
C2 1.878 -0.653 -0.824  0.588
O1 2.143 -1.208 -1.879  -0.643
N1 1.396 0.618 -0.819  -0.204
C3 0.665 1.278 0.281  -0.404
C4 -0.802 1.575 -0.112  -0.485
N2 -1.852 0.951 0.707  -0.600
H1 3.020 -1.974 0.308  0.322
H2 2.238 -0.637 1.335  0.369
H3 1.389 -2.069 0.677  0.261
H4 1.439 1.143 -1.674  0.236
H5 0.800 0.618 1.128  0.253
H6 1.122 2.235 0.478  0.248
H7 -0.971 2.646 -0.006  0.325
H8 -0.929 1.308 -1.152  0.344
H9 -2.016 -0.027 0.495  0.159
H10 -1.534 0.892 1.670  0.235
O2 -3.082 -1.998 -0.267  -0.650
H11 -4.000 -2.289 -0.252  0.320
H12 -3.072 -1.085 -0.587  0.334

[4]
Density functional theory data (ωB97M-V with the def2-TZVPD basis set) for C4H12N2O2 as an isolated structure.

F_max = 0.107 Eh/bohr
total energy = -419.49254 hartree
relative energy (zero: lowest compared OMol25 entry of this formula, charge and spin) = 409.42 kJ/mol
M = 120.2 g/mol

Last column: Mulliken charge in e.
Atoms and positions in Å:
C1 -1.195 1.277 -0.083  -0.713
N1 0.233 1.056 -0.402  -0.579
C2 0.326 -0.816 1.424  -1.319
C3 0.520 -0.405 -0.062  -0.096
C4 -0.536 -1.388 -0.808  0.453
N2 -0.179 -1.667 -2.136  -0.462
O1 -1.221 -2.229 -0.275  -0.569
H1 -1.845 0.395 -0.111  0.280
H2 -1.652 2.086 -0.650  0.308
H3 -1.201 1.579 0.965  0.313
H4 0.428 0.274 -1.284  0.365
H5 -0.764 -0.846 1.516  0.335
H6 0.614 -1.862 1.489  0.395
H7 0.721 -0.214 2.241  0.284
H8 1.493 -0.758 -0.409  0.410
H9 -0.696 -2.416 -2.572  0.274
H10 -0.047 -0.887 -2.768  0.241
H11 1.094 1.829 0.970  0.471
H12 2.293 2.754 1.252  0.292
O2 1.614 2.236 1.702  -0.684

Which value of F_max does entry 1 give?
0.009 Eh/bohr